(1)
{"formula": "C21H28BiO4P", "method": "the ωB97M-V functional and the def2-TZVPD basis", "e_homo_ev": -13.1782, "energy_ev": -45534.7089, "total_charge": 2, "homo_lumo_gap_ha": 0.19278, "elements": ["Bi", "C", "C", "C", "C", "C", "C", "C", "C", "C", "C", "H", "H", "H", "H", "H", "H", "H", "H", "H", "H", "H", "H", "H", "H", "O", "C", "O", "C", "C", "C", "C", "O", "C", "O", "C", "C", "H", "H", "H", "H", "H", "C", "P", "C", "C", "H", "H", "H", "H", "H", "H", "H", "H", "H"], "positions_angstrom": [[0.224315, 0.076658, -0.191297], [5.361806, 0.728941, 2.012224], [4.520011, 0.728673, 0.728061], [5.193668, 1.553768, -0.363895], [3.112198, 1.189094, 1.054021], [2.637061, 2.472836, 0.742684], [1.379735, 2.918773, 1.129305], [0.506246, 2.106329, 1.857685], [-0.804147, 2.598697, 2.384422], [0.931384, 0.775864, 2.101909], [2.241576, 0.356401, 1.744165], [6.369877, 0.377611, 1.794926], [4.938967, 0.081844, 2.783494], [5.436409, 1.739238, 2.420724], [4.441739, -0.305346, 0.376321], [5.414873, 2.567332, -0.021382], [4.589955, 1.617235, -1.272423], [6.143788, 1.094303, -0.631185], [3.279467, 3.150683, 0.195170], [1.079006, 3.933686, 0.895289], [-0.744738, 2.678436, 3.473573], [-1.611543, 1.899704, 2.158201], [-1.058809, 3.576755, 1.983170], [0.334905, 0.154180, 2.766380], [2.565418, -0.640930, 2.026800], [-3.921129, 0.168972, -0.125014], [-2.941706, 0.834489, -0.251695], [-1.750249, 0.257147, 0.214143], [-2.896919, 2.182054, -0.848504], [-1.737354, 2.929722, -1.000252], [-1.742828, 4.196331, -1.589060], [-2.963164, 4.671720, -2.003371], [-3.233754, 5.845646, -2.590871], [-4.660789, 5.880261, -2.820130], [-5.179454, 4.630643, -2.342522], [-4.132915, 3.933417, -1.849404], [-4.138216, 2.694789, -1.279889], [-0.781538, 2.561784, -0.650150], [-0.839614, 4.777449, -1.720398], [-4.850836, 5.973722, -3.885329], [-5.093438, 6.700049, -2.253813], [-5.044487, 2.116934, -1.165459], [-0.197154, -3.500787, -0.810532], [-0.262270, -2.438064, 0.645758], [-1.920937, -2.520502, 1.326327], [0.894079, -3.114518, 1.847572], [-0.404647, -4.527947, -0.504094], [0.787805, -3.464829, -1.277325], [-0.954573, -3.193097, -1.533384], [-2.163291, -3.573450, 1.488897], [-2.635750, -2.068319, 0.638497], [-1.975133, -1.981251, 2.271991], [0.587509, -4.141496, 2.059037], [0.874869, -2.546601, 2.777966], [1.906017, -3.129734, 1.440266]], "forces_ev_per_angstrom": [[-0.1, 0.2, -0.1], [0.0, 0.0, 0.0], [0.0, 0.0, 0.0], [0.0, 0.0, 0.0], [0.0, 0.0, 0.0], [0.0, 0.1, 0.0], [0.1, 0.0, 0.0], [-0.2, 0.0, -0.2], [0.0, 0.0, 0.1], [0.1, -0.1, 0.3], [0.0, -0.1, 0.0], [0.0, 0.0, 0.0], [0.0, 0.0, 0.0], [0.0, 0.0, 0.0], [0.0, 0.0, 0.0], [0.0, 0.0, 0.0], [0.0, 0.0, 0.0], [0.0, 0.0, 0.0], [0.0, 0.0, 0.0], [0.0, 0.0, 0.0], [0.0, 0.0, 0.0], [0.0, 0.0, 0.0], [0.0, 0.0, 0.0], [0.0, 0.0, -0.1], [0.0, 0.0, 0.0], [0.0, -0.1, 0.1], [0.1, -0.1, -0.2], [0.0, 0.2, 0.1], [0.0, -0.1, 0.1], [0.1, 0.1, 0.0], [0.1, -0.1, 0.0], [0.1, 0.1, 0.0], [-0.1, 0.1, -0.1], [0.2, -0.2, 0.1], [0.0, 0.1, 0.0], [-0.1, 0.0, 0.0], [0.0, -0.1, 0.0], [0.0, 0.0, 0.1], [0.0, 0.0, 0.0], [0.0, 0.0, -0.1], [0.0, 0.0, 0.1], [0.0, 0.0, 0.0], [0.0, 0.0, 0.0], [-0.1, -0.1, -0.1], [0.0, 0.0, 0.0], [0.1, 0.0, 0.0], [0.0, 0.0, 0.0], [0.0, 0.0, 0.0], [0.0, 0.0, 0.0], [0.0, 0.0, 0.0], [0.0, 0.0, 0.0], [0.0, 0.0, 0.0], [0.0, 0.0, 0.0], [0.0, 0.0, 0.0], [0.0, 0.0, 0.0]]}



(2)
{"formula": "C21H28BrIN6O3PSTi", "method": "the ωB97M-V functional and the def2-TZVPD basis", "e_homo_ev": [-9.4945, -10.7946], "energy_ev": -158693.2016, "total_charge": 1, "e_above_lowest_kcal_mol": 9.06, "homo_lumo_gap_ha": [0.24712, 0.28575], "multiplicity": 3, "elements": ["Ti", "N", "C", "S", "N", "N", "C", "C", "C", "C", "C", "C", "N", "H", "H", "H", "H", "H", "H", "H", "C", "C", "C", "C", "N", "N", "C", "H", "H", "H", "H", "H", "H", "H", "H", "Br", "C", "C", "C", "C", "C", "C", "I", "H", "H", "H", "H", "C", "O", "P", "O", "C", "O", "C", "H", "H", "H", "H", "H", "H", "H", "H", "H"], "positions_angstrom": [[14.555242, 9.417467, 9.970843], [18.281444, 8.495268, 12.111568], [17.255611, 8.543880, 11.258912], [15.705909, 8.347740, 12.056805], [17.489121, 8.747088, 10.031363], [16.454541, 8.880495, 9.201285], [16.647320, 8.742684, 7.979182], [15.523670, 9.019686, 7.103010], [15.538181, 8.748202, 5.756688], [14.374640, 8.905986, 5.059122], [13.220428, 9.292404, 5.744639], [13.285423, 9.517021, 7.108089], [14.436529, 9.421478, 7.752251], [18.137818, 8.388720, 13.083727], [19.244589, 8.366086, 11.759315], [17.605063, 8.414974, 7.569286], [16.491643, 8.264386, 5.410462], [14.337162, 8.718828, 3.964470], [12.304383, 9.367373, 5.178061], [12.363642, 9.680901, 7.643392], [17.835099, 13.271398, 12.364154], [16.819003, 12.828969, 11.377926], [16.521628, 13.404884, 10.083230], [15.642005, 12.553738, 9.452403], [15.422545, 11.492143, 10.209427], [16.119577, 11.652228, 11.350219], [15.110967, 12.674539, 8.087394], [17.421612, 13.492285, 13.408627], [18.299820, 14.166843, 12.022528], [18.581780, 12.519141, 12.422369], [16.882715, 14.389948, 9.799959], [16.178286, 10.847736, 11.939281], [14.077150, 12.337994, 7.941919], [15.618058, 12.142955, 7.337109], [15.125329, 13.708545, 7.722252], [12.376954, 13.885564, 9.812356], [11.402993, 12.405978, 9.047959], [10.918228, 12.544257, 7.769392], [10.242073, 11.489499, 7.133900], [10.177028, 10.261994, 7.819496], [10.750964, 10.109556, 9.046283], [11.395150, 11.165910, 9.615451], [12.331562, 10.798659, 11.422788], [11.044769, 13.530414, 7.370349], [9.908444, 11.569163, 6.078192], [9.592326, 9.492699, 7.409585], [10.732098, 9.111325, 9.484228], [12.590902, 6.820981, 12.316832], [13.040228, 6.194836, 11.121551], [13.827313, 6.872793, 9.873015], [12.972558, 6.540849, 8.582771], [12.628139, 5.309364, 7.976266], [15.105857, 5.922433, 9.684524], [15.166934, 4.628441, 10.052586], [13.262825, 6.485690, 13.175672], [11.636696, 6.423342, 12.545468], [12.568662, 7.862242, 12.286375], [12.439927, 4.518385, 8.695050], [13.518836, 4.986195, 7.429309], [11.855643, 5.500168, 7.213620], [14.593174, 3.987480, 9.361066], [14.852348, 4.518098, 11.104769], [16.161548, 4.256915, 9.962054]], "forces_ev_per_angstrom": [[0.3, 0.0, 0.4], [2.4, -0.1, -0.6], [-1.2, -0.2, 1.9], [-0.7, 0.6, -0.5], [2.1, -0.1, -1.6], [-1.1, 0.2, 2.3], [1.0, -0.2, -2.7], [0.4, -0.3, 0.7], [1.8, -1.0, 0.0], [-0.6, 0.1, -1.4], [0.3, -0.1, -0.6], [-0.4, -0.3, -1.3], [-1.0, 0.0, 1.2], [-0.3, -0.2, 0.6], [-1.1, 0.3, 0.2], [-0.1, 0.2, 0.2], [-1.2, 0.8, -0.3], [0.0, 0.1, 0.9], [-0.2, 0.1, 0.2], [0.5, 0.3, 0.2], [-1.6, 0.1, 1.6], [-1.1, -0.2, -3.1], [1.0, 0.6, 3.0], [0.3, -0.3, -0.2], [-0.2, -1.0, 0.1], [0.7, 1.7, -0.1], [-1.6, 1.1, -0.6], [0.5, -0.5, -1.4], [0.3, 0.7, -0.3], [0.8, -0.7, 0.4], [-0.2, -0.4, -0.2], [0.0, -0.4, 0.7], [0.1, 0.1, 0.5], [1.3, -1.0, -0.7], [0.0, -0.1, 0.4], [-0.7, -0.5, -0.2], [1.2, 0.7, -0.1], [-0.9, 0.0, -0.6], [0.9, -0.1, 0.0], [-0.8, 1.9, -1.0], [-0.5, -1.2, 0.0], [0.3, -0.1, 1.6], [0.1, -0.2, 0.6], [-0.2, 0.2, -0.7], [0.0, 0.1, 1.0], [-0.4, -1.1, -0.6], [0.0, 0.4, 0.2], [1.8, -2.2, 1.5], [0.3, -0.2, -1.0], [0.0, 0.8, 0.7], [-1.0, 0.6, 0.0], [1.0, -0.4, -0.9], [-0.1, 2.9, -0.7], [-0.6, -2.9, 1.0], [-0.6, 0.6, -1.1], [-1.1, -0.2, 0.0], [0.0, 1.8, -0.3], [-0.7, 0.1, 0.1], [-0.1, -0.1, -0.2], [0.0, -0.2, 0.7], [-0.2, 0.1, 0.5], [0.0, -0.3, -0.5], [1.0, 0.0, 0.0]]}



(3)
{"formula": "C21H28CaN5O3", "method": "the ωB97M-V functional and the def2-TZVPD basis", "e_homo_ev": -9.6153, "energy_ev": -54260.0040, "total_charge": 1, "e_above_lowest_kcal_mol": 2.73, "homo_lumo_gap_ha": 0.23214, "elements": ["Ca", "C", "O", "C", "C", "C", "C", "C", "C", "N", "N", "C", "O", "C", "C", "C", "C", "C", "C", "C", "O", "H", "H", "H", "H", "H", "H", "H", "H", "H", "H", "H", "H", "N", "C", "C", "C", "N", "C", "C", "N", "C", "H", "H", "H", "H", "H", "H", "H", "H", "H", "H", "H", "H", "H", "H", "H", "H"], "positions_angstrom": [[0.053651, -0.340369, -0.906201], [-2.423752, -4.332221, -0.209974], [-3.326204, -3.497246, 0.490389], [-3.824439, -2.423221, -0.218211], [-5.165791, -2.403511, -0.525040], [-5.732015, -1.304472, -1.168000], [-4.928586, -0.233595, -1.480448], [-3.555525, -0.226514, -1.186676], [-2.857072, 1.029051, -1.435698], [-1.593302, 1.190567, -1.325325], [-1.126432, 2.509285, -1.405465], [-0.024247, 2.634403, -0.722424], [0.560884, 1.666411, -0.058435], [0.622120, 3.976387, -0.709923], [1.749540, 4.190535, 0.076308], [2.372852, 5.430145, 0.095424], [1.871469, 6.466531, -0.676986], [0.745212, 6.259495, -1.464419], [0.121617, 5.023673, -1.481789], [-2.962315, -1.347943, -0.542036], [-1.690970, -1.425748, -0.211025], [-2.847293, -5.335534, -0.285928], [-1.483336, -4.402606, 0.347459], [-2.223700, -3.956657, -1.215166], [-5.767202, -3.258234, -0.241993], [-6.786911, -1.292464, -1.402474], [-5.353076, 0.643411, -1.954770], [-3.463054, 1.905770, -1.670414], [2.128995, 3.374198, 0.677161], [3.247745, 5.588777, 0.712840], [2.355321, 7.434374, -0.665632], [0.352438, 7.067787, -2.067102], [-0.756585, 4.851273, -2.087644], [0.869056, -0.347402, 3.147262], [1.451963, -0.893311, 1.860691], [2.843195, -0.340190, 1.626250], [3.383268, -0.827710, 0.273786], [2.626629, -0.191916, -0.821671], [3.309884, -2.353156, 0.184573], [1.942317, -2.959860, 0.505426], [0.983349, -2.704659, -0.587955], [1.386415, -2.409026, 1.830527], [0.822506, 0.675345, 3.096924], [1.424268, -0.608770, 3.964569], [-0.085428, -0.693566, 3.281737], [0.780847, -0.456451, 1.143699], [3.518877, -0.681443, 2.417017], [2.822073, 0.753054, 1.639287], [4.436860, -0.536898, 0.234884], [3.102510, -0.367100, -1.701571], [2.604273, 0.819929, -0.693219], [4.045521, -2.772553, 0.875349], [3.619291, -2.672986, -0.814243], [2.078377, -4.035401, 0.650608], [0.084397, -3.133074, -0.376546], [1.318442, -3.157999, -1.432959], [1.985461, -2.814801, 2.652182], [0.355631, -2.751779, 1.962999]], "forces_ev_per_angstrom": [[-0.1, -0.2, -0.7], [0.0, 0.0, 0.0], [0.0, 0.0, 0.0], [0.0, 0.0, 0.0], [0.0, 0.0, 0.0], [0.0, 0.0, 0.0], [0.0, 0.0, 0.0], [0.0, 0.1, 0.0], [0.0, 0.0, 0.0], [-0.2, 0.2, 0.0], [0.0, -0.1, 0.1], [-0.1, -0.1, 0.0], [0.2, 0.1, 0.2], [0.0, 0.0, 0.0], [0.0, 0.0, 0.0], [0.0, 0.0, 0.0], [0.0, 0.0, 0.0], [0.0, 0.0, 0.0], [0.0, 0.0, 0.0], [0.0, 0.0, 0.1], [0.1, 0.0, 0.0], [0.0, 0.0, 0.0], [0.0, 0.0, 0.0], [0.0, 0.0, 0.0], [0.0, 0.0, 0.0], [0.0, 0.0, 0.0], [0.0, 0.0, 0.0], [0.0, 0.0, 0.0], [0.0, 0.0, 0.0], [0.0, 0.0, 0.0], [0.0, 0.0, 0.0], [0.0, 0.0, 0.0], [0.0, 0.0, 0.0], [0.0, 0.0, 0.0], [0.0, 0.0, -0.1], [0.0, 0.0, 0.0], [0.0, 0.0, 0.0], [0.1, 0.1, 0.1], [0.0, 0.0, 0.0], [0.0, 0.0, 0.0], [0.0, -0.1, 0.2], [0.0, 0.0, 0.0], [0.0, 0.0, 0.0], [0.0, 0.0, 0.0], [0.0, 0.0, 0.0], [-0.1, 0.1, 0.0], [0.0, 0.0, 0.0], [0.0, 0.0, 0.0], [0.0, 0.0, 0.0], [0.0, 0.0, 0.0], [0.0, 0.0, 0.0], [0.0, 0.0, 0.0], [0.0, 0.0, 0.0], [0.0, 0.0, 0.0], [-0.1, 0.0, 0.0], [0.0, 0.0, 0.0], [0.0, 0.0, 0.0], [0.0, 0.0, 0.0]]}